# 1
115
Properties=species:S:1:pos:R:3:lowdin_spin:R:1 method="wB97M-V/def2-TZVPD" charge=-2 e_above_lowest_ev=0.676 e_tot_ha=-2886.05098 multiplicity=2 lumo_ev="3.60 / 3.64" homo_lumo_gap_ev="4.29 / 5.36" homo_ha="-0.0250 / -0.0631"
Re 0.33150 -0.09735 0.00577 0.69
C -0.99886 1.62363 -6.15228 0.00
C -0.12497 2.47204 -5.22605 0.00
C -0.34190 2.25263 -3.75758 0.01
C -1.05735 3.01144 -2.89471 0.01
C -1.87632 4.22772 -3.20100 0.00
C -1.07973 5.52726 -3.02702 0.00
C -0.81700 2.46575 -1.57051 0.01
C -1.37091 2.98243 -0.41216 -0.02
C -1.02227 2.60048 0.86147 0.01
C -1.53981 3.19214 2.07813 0.00
C -2.70960 4.11995 2.13731 0.00
C -4.03073 3.37943 1.88165 0.00
C -0.83962 2.63857 3.09505 0.01
C 0.10025 1.70940 2.49718 0.00
C 1.03978 0.98629 3.19847 0.01
C 1.93849 0.07682 2.65988 0.00
N 2.01253 -0.26472 1.35133 0.04
C 2.95093 -1.24621 1.25896 -0.01
C 3.24346 -1.95977 0.11469 0.04
C 2.67394 -1.78392 -1.13968 -0.01
N 1.67399 -0.90711 -1.43777 0.02
C 1.61004 -0.84454 -2.79439 0.01
C 0.95594 0.14870 -3.50423 -0.01
C 0.27891 1.21352 -2.96076 0.01
N 0.02574 1.40098 -1.63074 0.00
C 2.50425 -1.80705 -3.38220 -0.01
C 3.16471 -2.40048 -2.34759 0.00
C 4.27916 -3.39970 -2.42392 0.00
C 5.65486 -2.72866 -2.52328 0.00
C 2.64004 -2.07090 -4.84903 0.00
C 1.44794 -2.85907 -5.40613 0.00
C 3.54186 -1.49685 2.55988 -0.01
C 2.91483 -0.66764 3.43026 -0.01
C 3.09201 -0.57767 4.91377 0.00
C 3.95755 0.61141 5.34734 0.00
C 4.59628 -2.51604 2.86051 0.00
C 4.03547 -3.93963 2.96843 0.00
N -0.06577 1.67501 1.14714 0.01
C -1.06966 2.77872 4.56477 0.00
C -1.90520 1.60544 5.09786 0.00
H -0.77610 1.85085 -7.19813 0.00
H -2.05626 1.80718 -5.96787 0.00
H -0.83871 0.55805 -5.98211 0.00
H -0.29459 3.53032 -5.44475 0.00
H 0.92881 2.27981 -5.44759 0.00
H -2.75316 4.24988 -2.55009 0.00
H -2.25224 4.15630 -4.22376 0.00
H -0.70769 5.60926 -2.00440 0.00
H -1.69217 6.40563 -3.24558 0.00
H -0.21472 5.53598 -3.69391 0.00
H -2.11033 3.76655 -0.51700 0.00
H -2.58621 4.92150 1.40183 0.00
H -2.74304 4.59948 3.11906 0.00
H -4.01672 2.88088 0.91210 0.00
H -4.87852 4.06980 1.91089 0.00
H -4.18280 2.59647 2.62496 0.00
H 1.06524 1.12184 4.27301 0.00
H 4.03587 -2.69552 0.19348 0.00
H 1.01513 0.10841 -4.58496 0.00
H 4.12739 -4.04793 -3.29044 0.00
H 4.25543 -4.04818 -1.54499 0.00
H 5.69926 -2.08560 -3.40455 0.00
H 6.45998 -3.46482 -2.59120 0.00
H 5.83229 -2.09916 -1.64968 0.00
H 3.56620 -2.62086 -5.03647 0.00
H 2.72766 -1.12307 -5.38772 0.00
H 1.39564 -3.84562 -4.94217 0.00
H 1.52885 -2.98971 -6.48803 0.00
H 0.51097 -2.34447 -5.18718 0.00
H 3.53518 -1.50677 5.27827 0.00
H 2.10566 -0.50753 5.38004 0.00
H 4.95397 0.53981 4.90518 0.00
H 4.06490 0.65160 6.43429 0.00
H 3.51621 1.55103 5.01027 0.00
H 5.08680 -2.25243 3.80089 0.00
H 5.37028 -2.47959 2.08751 0.00
H 3.28460 -3.99221 3.75837 0.00
H 4.82825 -4.66168 3.18261 0.00
H 3.53836 -4.23194 2.04250 0.00
H -1.58412 3.72158 4.76463 0.00
H -0.11314 2.82270 5.09503 0.00
H -2.84163 1.51812 4.54518 0.00
H -2.12589 1.72703 6.16211 0.00
H -1.37667 0.66187 4.95322 0.00
O -4.10237 -1.07786 2.34384 0.00
C -3.38722 -0.43411 1.54899 0.00
O -2.36532 0.23811 1.81138 0.00
C -3.87708 -0.36372 0.08953 0.00
C -5.23000 -0.25294 -0.03787 0.00
C -5.86753 -0.07514 -1.28449 0.00
C -5.11724 -0.05408 -2.43481 0.00
C -3.75069 -0.22177 -2.35377 0.00
C -3.01042 -0.35901 -1.09637 0.00
O -1.77505 -0.48614 -1.11799 0.00
N -3.07481 -0.26234 -3.64074 0.00
O -2.00870 -0.83892 -3.75145 0.00
O -3.58609 0.35470 -4.58120 0.00
N -7.29190 0.06489 -1.37353 0.00
O -7.94964 0.06846 -0.33841 0.00
O -7.81287 0.18116 -2.48357 0.00
H -5.82304 -0.31542 0.86312 0.00
H -5.58575 0.06711 -3.39768 0.00
N -0.11031 -1.59287 0.89111 0.06
C -0.12815 -2.43809 1.94073 0.02
C -0.74586 -2.07215 3.15959 0.02
C -0.71276 -2.92827 4.24250 0.00
C -0.08110 -4.17267 4.17099 0.04
C 0.49089 -4.55621 2.96195 0.00
C 0.46695 -3.71559 1.86174 0.03
H -1.28566 -1.13010 3.17935 0.00
H -1.20260 -2.62623 5.16292 0.00
H -0.06984 -4.83933 5.02496 0.00
H 0.97073 -5.52684 2.87544 0.00
H 0.92041 -4.01193 0.92208 0.00

---

# 2
12
Properties=species:S:1:pos:R:3:nbo_charge:R:1 method="wB97M-V/def2-TZVPD" charge=0 smiles="N[C@H]1CNC1=S" e_above_lowest_ev=2.337 e_tot_ha=-625.53609 lumo_ev=0.68 homo_lumo_gap_ev=9.11 homo_ha=-0.3100
N -0.17299 1.53477 -0.49683 -0.82
C -0.14683 0.43205 0.46187 -0.12
C -0.96397 -0.79960 -0.05519 -0.22
N 0.34680 -1.40394 -0.26905 -0.56
C 1.13442 -0.34960 0.06467 0.13
S 2.74081 0.01534 -0.06125 -0.15
H 0.78358 2.14292 -0.11606 0.38
H -1.11385 2.12560 -0.20605 0.36
H -0.27636 0.69304 1.58910 0.20
H -1.48617 -1.36904 0.61805 0.19
H -1.51969 -0.72910 -0.98623 0.20
H 0.67425 -2.29244 -0.54302 0.40

---

# 3
152
Properties=species:S:1:pos:R:3:lowdin_charge:R:1 method="wB97M-V/def2-TZVPD" charge=0 smiles="O=C1C=C(O)C(=O)C=C1O.O=C1C=C(O)C(=O)C=C1O.CN(C)C=O.CN(C)C=O.CN(C)C=O.CN(C)C=O.CN(C)C=O.CN(C)C=O.CN(C)C=O.CN(C)C=O.CN(C)C=O.COCCOC" e_tot_ha=-3609.11656 lumo_ev=-2.00 homo_lumo_gap_ev=7.04 homo_ha=-0.3320
O 2.14442 1.30641 -1.40918 0.09
C 1.35014 0.68946 -0.67035 -0.27
C -0.11575 0.95743 -0.58526 0.10
C -0.96154 0.12641 0.09106 -0.23
O -2.29198 0.34922 0.18139 0.11
C -0.51255 -0.95879 0.92860 -0.32
O -1.27334 -1.60962 1.66324 0.11
C 0.91237 -1.10213 1.00233 0.06
C 1.76002 -0.40682 0.26241 -0.21
O 3.12024 -0.52656 0.37945 0.09
H -0.55365 1.84708 -1.01325 0.13
H -2.63228 -0.29888 0.80249 0.10
H 1.34824 -1.90288 1.58130 0.14
H 3.57648 0.15260 -0.12274 0.11
O -6.41992 2.50428 -8.53238 0.11
C -6.43839 3.40015 -7.68388 -0.32
C -6.06309 4.75429 -8.04912 0.07
C -5.98972 5.74354 -7.12569 -0.22
O -5.74322 7.00280 -7.47496 0.11
C -6.19233 5.57223 -5.63438 -0.26
O -6.29606 6.48423 -4.76640 0.08
C -6.51444 4.19646 -5.34637 0.06
C -6.60063 3.21099 -6.24246 -0.25
O -6.90137 1.95327 -5.88076 0.11
H -5.85458 4.98821 -9.08266 0.14
H -5.81999 7.61332 -6.73809 0.11
H -6.52536 3.77975 -4.35006 0.14
H -6.43564 1.30136 -6.40963 0.12
C 7.90395 -5.54939 -4.22646 -0.09
N 6.54120 -5.29368 -3.86350 -0.21
C 6.09329 -3.98078 -4.46684 -0.03
C 5.72099 -6.12743 -3.12584 -0.32
O 4.52338 -5.94077 -2.95358 0.00
H 7.84811 -5.73705 -5.29874 0.09
H 8.33263 -6.44586 -3.77849 0.09
H 8.44371 -4.65253 -3.92250 0.09
H 5.00495 -3.92655 -4.49259 0.08
H 6.33742 -3.27464 -3.67319 0.09
H 6.42044 -3.78455 -5.48790 0.09
H 6.38176 -6.92728 -2.75732 0.13
C 9.08482 6.32031 2.91238 -0.07
N 7.73207 6.77239 3.17279 -0.20
C 7.68210 7.50234 4.46305 -0.02
C 6.74890 6.61150 2.28437 -0.35
O 5.65799 7.13666 2.44752 -0.01
H 9.77080 7.14098 3.12221 0.08
H 9.28521 5.92019 1.91847 0.09
H 9.32174 5.58922 3.68534 0.08
H 8.01758 6.79434 5.22088 0.09
H 8.33994 8.36849 4.39144 0.09
H 6.66786 7.80901 4.71872 0.09
H 6.97749 5.94954 1.43480 0.14
C 10.98720 1.71947 -6.22217 -0.09
N 10.13591 2.26915 -5.22027 -0.20
C 9.06549 3.20985 -5.63785 -0.03
C 10.18189 1.80290 -3.91701 -0.27
O 9.27549 1.89748 -3.02227 -0.05
H 11.38468 2.39532 -6.97936 0.09
H 10.40846 0.95668 -6.74305 0.09
H 11.81987 1.12043 -5.85352 0.09
H 8.40953 2.70236 -6.34515 0.08
H 8.39877 3.49689 -4.82470 0.09
H 9.42628 4.06698 -6.20640 0.08
H 11.09437 1.20949 -3.75137 0.12
C -8.35140 -6.07169 -0.77930 -0.06
N -9.81167 -6.08727 -1.02788 -0.19
C -10.27281 -5.33269 -2.15086 -0.07
C -10.60615 -6.61660 -0.04688 -0.27
O -11.86924 -6.62847 -0.17164 -0.04
H -7.79238 -6.67384 -1.49554 0.08
H -8.02654 -6.58283 0.12696 0.08
H -7.92972 -5.06819 -0.72204 0.09
H -11.36113 -5.27250 -2.14476 0.09
H -9.91162 -4.31467 -2.29681 0.09
H -9.96064 -5.79218 -3.08869 0.09
H -9.97286 -6.91357 0.80338 0.13
C 0.67791 -2.71687 8.84483 -0.04
N 1.39071 -2.30586 10.04470 -0.18
C 2.84532 -2.34389 9.89667 -0.07
C 0.92712 -1.99464 11.23624 -0.37
O -0.25331 -2.08553 11.53174 0.01
H -0.38647 -2.72273 9.07970 0.09
H 0.87382 -3.69768 8.41154 0.09
H 0.80899 -1.88553 8.15216 0.09
H 3.33013 -1.80529 10.71091 0.08
H 3.33150 -3.31497 9.80326 0.08
H 3.22207 -2.01985 8.92654 0.08
H 1.72079 -1.66303 11.92349 0.13
C -9.20766 4.02680 1.44855 -0.05
N -8.85299 2.79281 2.16592 -0.19
C -8.10083 2.90793 3.44060 -0.03
C -9.22578 1.56933 1.73522 -0.32
O -8.96533 0.44442 2.24095 -0.04
H -9.94200 4.52330 2.08285 0.08
H -9.66475 3.86418 0.47248 0.08
H -8.38073 4.72622 1.32563 0.08
H -7.98471 1.99305 4.02164 0.08
H -7.12658 3.28724 3.13231 0.09
H -8.56931 3.54682 4.18923 0.08
H -9.88776 1.67244 0.86153 0.13
C 7.77178 -3.87293 5.51312 -0.06
N 8.37692 -4.14564 6.81876 -0.20
C 8.93342 -3.03480 7.55479 -0.06
C 8.43180 -5.38164 7.39872 -0.31
O 9.07854 -5.61420 8.44599 -0.03
H 8.49275 -3.78831 4.70001 0.09
H 7.13610 -2.98753 5.52104 0.08
H 7.06735 -4.67069 5.27765 0.08
H 9.94945 -2.96939 7.16558 0.09
H 8.48963 -2.15102 7.09644 0.08
H 8.95996 -2.91731 8.63811 0.10
H 8.00495 -6.18815 6.78264 0.13
C -7.80052 -3.17226 8.68196 -0.08
N -8.26019 -4.46310 8.20994 -0.21
C -9.23313 -5.04327 9.15206 -0.04
C -7.79765 -5.02830 7.05938 -0.32
O -8.13018 -6.18242 6.81479 -0.01
H -7.46225 -3.22093 9.71700 0.09
H -8.52755 -2.38651 8.47672 0.09
H -6.85644 -2.97190 8.17533 0.08
H -9.79188 -5.79009 8.58800 0.08
H -8.70619 -5.58941 9.93447 0.09
H -9.90222 -4.22854 9.42888 0.09
H -7.04805 -4.40464 6.54816 0.13
C 2.45510 9.58827 -3.17902 -0.05
N 3.79670 9.92914 -3.71074 -0.16
C 4.43356 8.85255 -4.52107 -0.04
C 4.40643 11.09393 -3.71009 -0.39
O 5.42393 11.39771 -4.30909 0.01
H 2.37270 8.68436 -2.57549 0.09
H 1.57354 9.67064 -3.81477 0.08
H 2.22614 10.36262 -2.44686 0.08
H 5.47159 9.10145 -4.74161 0.08
H 4.59375 7.99902 -3.86234 0.08
H 3.86755 8.45006 -5.36115 0.09
H 3.87786 11.79492 -3.04568 0.13
C -1.93901 -2.03659 -6.86420 -0.16
O -2.92613 -2.30106 -5.94455 -0.19
C -2.82177 -3.59955 -5.35308 -0.14
C -3.58607 -4.62599 -6.31714 -0.16
O -4.99825 -4.23888 -6.34196 -0.17
C -5.59915 -4.91209 -7.41358 -0.15
H -2.07849 -0.99137 -7.14020 0.09
H -2.02248 -2.60486 -7.79060 0.08
H -0.90396 -2.09382 -6.52731 0.09
H -3.20666 -3.59359 -4.33332 0.12
H -1.74513 -3.76298 -5.30581 0.11
H -3.51184 -5.66717 -6.00322 0.11
H -3.09611 -4.67389 -7.28963 0.10
H -5.72591 -5.98479 -7.26745 0.09
H -5.09254 -4.64606 -8.34131 0.09
H -6.63834 -4.68273 -7.64932 0.08

---

# 4
15
Properties=species:S:1:pos:R:3:nbo_charge:R:1 method="wB97M-V/def2-TZVPD" charge=0 e_above_lowest_ev=2.314 e_tot_ha=-250.13179 multiplicity=2 lumo_ev="0.65 / 0.55" homo_lumo_gap_ev="4.10 / 10.03" homo_ha="-0.1268 / -0.3484"
N 0.76282 1.45942 1.48093 -1.40
H 1.74695 1.68505 1.32183 0.35
H 0.57781 1.09292 2.39679 0.34
H 0.24099 2.28906 1.22151 0.32
H 0.36601 0.74937 0.73175 0.40
C -0.10517 -1.54589 1.13644 -0.68
C 0.15832 -0.86733 -0.21845 -0.32
C -0.67134 0.00932 -0.86753 0.10
O -0.32458 0.46198 -2.14464 -0.68
H -1.11942 -1.35986 1.54932 0.23
H 0.07583 -2.63033 1.03895 0.24
H 0.68902 -1.33574 1.94278 0.21
H 1.12424 -1.08917 -0.67711 0.23
H -1.61278 0.33975 -0.43841 0.19
H -1.12269 0.77056 -2.59958 0.49

---

Look up the charge of the first one. -2

---

Look up the charge of the third one. 0